Entry 1:
Molecular formula: C5H9NO
Method: DFT, ωB97M-V with the def2-TZVPD basis set

Geometry as XYZ:
```
16
Properties=species:S:1:pos:R:3:forces:R:3:lowdin_charge:R:1
O -1.964666 -1.158383 0.982333 0.18 -0.10 -0.13 0.05
N 0.870019 0.291757 -0.543385 0.12 0.08 0.02 -0.14
C -1.534001 1.217145 1.281840 0.04 -0.03 -0.04 0.02
C 1.309948 0.055374 -1.910838 0.09 0.04 -0.17 -0.11
C -1.220155 -0.136479 0.761682 0.14 0.09 -0.15 -0.36
C -0.174674 -0.597179 -0.089349 0.01 0.36 -0.01 -0.26
C 1.235545 -0.724791 0.415811 0.26 -0.11 0.10 -0.11
H -1.254493 -1.684440 0.211390 -0.57 -0.19 0.38 0.19
H -0.703980 1.895319 1.065237 -0.14 -0.12 0.05 0.09
H -2.446726 1.596262 0.808765 0.12 -0.08 0.06 0.10
H 1.284473 -1.008482 -2.199890 -0.03 0.17 0.13 0.08
H 2.332777 0.430410 -2.016544 -0.12 -0.06 -0.05 0.08
H -1.723294 1.164652 2.359250 0.03 -0.04 -0.16 0.10
H 1.793877 -1.596127 0.068995 -0.11 0.15 0.02 0.10
H 1.533927 -0.358392 1.398356 -0.12 -0.05 -0.15 0.11
H 0.661426 0.613360 -2.593650 0.10 -0.09 0.10 0.08
```
Positions in Å, forces in eV/Å.

* E_HOMO: -8.2681 eV
* total energy: -325.75694 Eh
* ΔE to the lowest compared entry with this formula, charge and spin: 113.3 kcal per mole

---

Entry 2:
Molecular formula: C5H9NO
Method: DFT, ωB97M-V with the def2-TZVPD basis set

Geometry as XYZ:
```
16
Properties=species:S:1:pos:R:3:forces:R:3:lowdin_charge:R:1
O 0.239077 1.667189 2.049041 -0.09 -0.43 -0.26 0.07
N -1.521933 0.452847 -0.963893 -0.33 -0.26 0.15 -0.02
C -0.257855 -0.258993 -0.920009 0.13 -0.11 -0.01 -0.24
C -2.545334 -0.155790 -0.539102 0.12 0.16 -0.09 -0.05
C 2.025259 -0.287727 0.183975 0.06 -0.03 0.02 -0.06
C 0.714043 0.486195 -0.000292 0.00 0.10 -0.02 -0.35
C 0.093976 0.683095 1.367154 0.11 0.25 0.17 -0.26
H -2.525792 -1.195555 -0.177268 0.05 0.14 -0.05 0.08
H 2.500562 -0.487608 -0.782153 -0.09 0.04 0.12 0.08
H -0.491413 -0.189239 1.743103 0.06 0.10 0.01 0.13
H -3.505597 0.360873 -0.518852 0.12 -0.05 -0.05 0.07
H 2.723904 0.286271 0.799990 -0.09 -0.09 -0.10 0.09
H -0.376014 -1.304039 -0.577149 -0.01 0.15 -0.02 0.11
H 0.916993 1.481082 -0.409455 -0.02 -0.12 0.05 0.15
H 0.160305 -0.286879 -1.933161 -0.04 0.00 0.15 0.12
H 1.849822 -1.251722 0.678068 0.01 0.13 -0.08 0.08
```
Positions in Å, forces in eV/Å.

* E_HOMO: -9.7192 eV
* total energy: -325.87199 Eh
* ΔE to the lowest compared entry with this formula, charge and spin: 41.1 kcal per mole

---

Entry 3:
Molecular formula: C5H9NO
Method: DFT, ωB97M-V with the def2-TZVPD basis set

Geometry as XYZ:
```
16
Properties=species:S:1:pos:R:3:forces:R:3:lowdin_charge:R:1
O -0.466456 1.843134 -0.012011 -0.13 0.07 0.20 -0.09
N -1.992470 -1.390137 2.029911 1.01 0.19 -0.42 0.15
C -0.963450 -1.189826 1.540512 -0.91 -0.15 0.43 -0.22
C 0.556867 -1.099268 -1.612002 -0.04 0.08 0.09 0.07
C -0.913923 0.713303 -0.746789 -0.14 -0.23 -0.23 -0.23
C 0.023270 -0.457541 -0.577806 0.07 -0.10 -0.19 -0.31
C 0.296889 -0.883486 0.850719 0.06 -0.04 0.03 -0.15
H 0.796668 -0.075979 1.397975 -0.10 -0.11 -0.09 0.09
H -1.069038 1.997833 0.723570 0.09 0.02 -0.10 0.10
H 0.362641 -0.778593 -2.632444 0.03 -0.01 0.16 0.07
H 1.803738 1.843859 0.661523 0.08 0.03 0.10 0.03
H 1.197381 -1.968294 -1.483389 -0.10 0.12 0.01 0.07
H 0.950856 -1.760263 0.882244 -0.13 0.11 -0.02 0.12
H -0.971320 0.986072 -1.806099 0.03 -0.05 0.14 0.12
H 2.309933 1.801109 1.207168 0.04 0.01 -0.06 0.05
H -1.921586 0.418077 -0.423082 0.14 0.04 -0.05 0.12
```
Positions in Å, forces in eV/Å.

* E_HOMO: -10.3394 eV
* total energy: -325.83892 Eh
* ΔE to the lowest compared entry with this formula, charge and spin: 61.9 kcal per mole

---

Entry 4:
Molecular formula: C5H9NO
Method: DFT, ωB97M-V with the def2-TZVPD basis set

Geometry as XYZ:
```
16
Properties=species:S:1:pos:R:3:forces:R:3:lowdin_charge:R:1
O 1.393583 2.267920 -0.884891 -0.19 -0.76 -0.63 0.07
N -0.457635 -1.666913 0.275165 -0.10 -0.05 -0.10 0.04
C 0.064304 -0.651512 -0.666893 -0.05 0.39 -0.27 -0.36
C 0.528638 -0.707525 0.752046 0.13 0.29 0.03 -0.36
C -0.990896 0.358161 -1.242028 -0.47 -0.20 0.13 -0.10
C 1.189813 1.445966 -1.645443 1.76 1.50 0.30 0.01
C 0.073833 0.282769 1.791179 -0.05 0.08 0.00 -0.06
H -0.830958 1.434594 -1.565567 0.39 -1.55 0.70 0.05
H 0.694267 1.184208 1.751613 -0.09 -0.08 0.06 0.07
H -0.031359 -2.582383 0.125230 -0.16 0.35 -0.15 0.09
H -0.969234 0.563326 1.623874 0.15 -0.02 0.03 0.07
H 1.546054 -1.080146 0.909774 -0.24 0.10 -0.14 0.14
H -1.380745 -0.107727 -2.148443 -0.32 -0.09 0.15 0.08
H -1.767205 0.453902 -0.491665 -0.41 -0.31 -0.02 0.07
H 0.146437 -0.145136 2.796826 0.01 0.04 -0.15 0.08
H 0.791103 -1.049504 -1.380775 -0.33 0.31 0.06 0.12
```
Positions in Å, forces in eV/Å.

* E_HOMO: -9.6058 eV
* total energy: -325.83515 Eh
* ΔE to the lowest compared entry with this formula, charge and spin: 64.3 kcal per mole

---

Entry 5:
Molecular formula: C5H9NO
Method: DFT, ωB97M-V with the def2-TZVPD basis set

Geometry as XYZ:
```
16
Properties=species:S:1:pos:R:3:forces:R:3:lowdin_charge:R:1
O -1.227641 1.082059 -0.401392 -0.04 -0.56 -0.48 -0.18
N 2.104772 -0.425817 1.857648 0.00 -0.76 -0.72 0.17
C 1.551867 -1.172237 -1.493672 -0.17 0.17 0.00 -0.06
C -2.211720 1.533852 0.528028 -0.15 -0.07 0.02 -0.10
C 0.660828 -0.925920 -0.237569 -0.16 0.23 0.17 -0.25
C -0.101830 0.478291 0.190054 0.39 -0.22 0.01 -0.18
C 1.566841 -0.822287 0.913581 0.48 0.30 1.08 -0.27
H -2.754801 2.371590 0.075995 0.23 -0.23 -0.06 0.09
H 2.245615 -0.348345 -1.699082 -0.26 -0.05 0.15 0.08
H 0.991285 -1.390654 -2.405253 -0.19 0.21 0.21 0.07
H -1.795919 1.888311 1.486257 0.15 -0.14 -0.38 0.09
H -0.341796 0.262452 1.241211 0.19 0.28 -0.26 0.11
H -2.934132 0.739012 0.742552 0.07 -0.01 0.02 0.09
H 0.051308 -1.828834 -0.085126 -0.19 0.45 -0.06 0.14
H 0.725922 1.191732 0.114392 -0.11 0.06 0.28 0.13
H 2.167669 -2.065357 -1.296594 -0.23 0.34 0.02 0.08
```
Positions in Å, forces in eV/Å.

* E_HOMO: -10.0773 eV
* total energy: -325.84013 Eh
* ΔE to the lowest compared entry with this formula, charge and spin: 61.1 kcal per mole

---

Entry 6:
Molecular formula: C5H9NO
Method: DFT, ωB97M-V with the def2-TZVPD basis set

Geometry as XYZ:
```
16
Properties=species:S:1:pos:R:3:forces:R:3:lowdin_charge:R:1
O 2.094620 -0.590016 0.198275 -0.14 0.05 -0.07 -0.03
N 0.221732 0.129362 -0.697535 0.21 0.01 -0.06 -0.14
C -0.063175 0.291611 0.672523 0.12 -0.09 0.04 -0.30
C -0.617282 0.726537 -1.728863 -0.03 -0.05 -0.09 -0.01
C -1.363875 -0.294110 1.163348 -0.15 0.06 0.05 -0.10
C 1.211707 -0.223827 1.324273 0.00 0.05 0.32 -0.11
C 1.416390 -0.330103 -0.923785 -0.11 0.06 0.03 -0.15
H -2.154438 -0.254676 0.400039 0.19 0.04 0.18 0.06
H -0.370838 1.793480 -1.779157 -0.16 -0.25 -0.07 0.10
H 1.063880 -1.124605 1.957398 -0.01 0.20 -0.20 0.11
H 1.768091 0.520380 1.920562 -0.11 -0.28 -0.17 0.11
H -1.269748 -1.357556 1.472054 0.03 0.18 -0.10 0.07
H -1.665265 0.615884 -1.436171 0.28 0.01 -0.15 0.08
H 1.924024 -0.397049 -1.876952 -0.16 0.06 0.14 0.15
H -1.750239 0.257104 2.031230 0.07 -0.17 -0.17 0.07
H -0.445585 0.237584 -2.697239 -0.02 0.13 0.31 0.10
```
Positions in Å, forces in eV/Å.

* E_HOMO (alpha / beta): -6.0063 / -6.0075 eV
* total energy: -325.80291 Eh
* ΔE to the lowest compared entry with this formula, charge and spin: 84.5 kcal per mole

---

Entry 7:
Molecular formula: C5H9NO
Method: DFT, ωB97M-V with the def2-TZVPD basis set

Geometry as XYZ:
```
16
Properties=species:S:1:pos:R:3:forces:R:3:lowdin_charge:R:1
O 0.865246 -0.539509 -0.828892 -0.98 -1.42 -0.17 -0.02
N -0.809287 1.934497 0.808936 3.09 -0.43 -0.83 0.13
C -0.489783 -1.394290 0.955938 0.21 0.03 -0.26 -0.02
C 1.830184 1.514105 0.251421 0.08 0.26 0.24 -0.06
C -1.448233 -0.620746 -1.292902 0.29 0.02 0.02 -0.02
C 0.316286 1.745938 0.524459 -0.37 -0.30 0.09 -0.22
C -0.246611 -0.838331 -0.426770 0.47 -0.15 -0.28 -0.52
H -1.086742 -0.311172 -2.275144 -0.30 0.00 0.07 0.09
H -2.018434 0.176996 -0.810907 -0.26 -0.09 -0.20 0.08
H 2.263189 0.577629 -0.230132 -1.72 1.23 0.68 0.09
H -1.200533 -2.224039 0.883073 0.12 0.12 0.23 0.08
H 0.461848 -1.713933 1.387893 -0.22 -0.01 0.02 0.09
H -2.034040 -1.542874 -1.350212 -0.09 0.24 -0.03 0.09
H 2.203668 2.321315 -0.393454 -0.21 0.14 0.59 0.07
H -0.923464 -0.590354 1.563728 -0.01 -0.25 -0.07 0.08
H 2.316703 1.504763 1.232959 -0.08 0.62 -0.10 0.07
```
Positions in Å, forces in eV/Å.

* E_HOMO: -9.7865 eV
* total energy: -325.87186 Eh
* ΔE to the lowest compared entry with this formula, charge and spin: 41.2 kcal per mole

---

Entry 8:
Molecular formula: C5H9NO
Method: DFT, ωB97M-V with the def2-TZVPD basis set

Geometry as XYZ:
```
16
Properties=species:S:1:pos:R:3:forces:R:3:lowdin_charge:R:1
O 1.500131 0.736986 2.061156 0.28 -0.34 -0.13 0.06
N -0.626806 0.000344 -0.774954 0.15 0.22 0.10 -0.12
C -1.333120 0.851545 -1.721496 -0.01 0.19 -0.01 -0.09
C 2.039419 -0.966654 0.505898 0.05 -0.13 -0.03 0.00
C -1.326383 -0.386551 0.418949 -0.12 -0.16 0.19 -0.10
C -0.141771 0.523907 0.497860 0.11 0.06 0.44 -0.22
C 1.165569 0.108254 1.074091 0.26 0.05 0.45 -0.42
H -2.295104 0.083916 0.607557 0.21 -0.08 0.02 0.11
H -0.224794 1.500531 1.003777 -1.03 0.12 -1.21 0.15
H 2.373702 -1.590532 1.337957 0.00 -0.02 -0.16 0.09
H -2.042011 0.250170 -2.306193 0.21 0.03 0.24 0.08
H -1.893640 1.660424 -1.229581 0.07 -0.05 -0.06 0.08
H 1.555255 -1.558182 -0.271221 0.00 0.07 0.08 0.07
H -0.615042 1.282285 -2.424448 -0.08 0.03 0.15 0.08
H -1.251435 -1.426999 0.727801 0.01 0.11 -0.09 0.11
H 2.926758 -0.477218 0.089557 -0.12 -0.10 0.00 0.09
```
Positions in Å, forces in eV/Å.

* E_HOMO: -9.4178 eV
* total energy: -325.85249 Eh
* ΔE to the lowest compared entry with this formula, charge and spin: 53.4 kcal per mole